Formula: C5H13NO2
Source: the OMol25 dataset
Level of theory: the ωB97M-V functional and the def2-TZVPD basis

Positions of all 21 atoms, in Å:
C -0.02 0.66 -0.08
H 1.53 0.69 -1.57
H -2.08 -0.19 1.47
H -1.97 1.69 -0.52
H -0.02 1.32 -2.16
O -2.01 0.80 1.35
H 0.41 0.24 1.99
H 0.96 2.29 -1.09
C 0.99 -2.17 0.01
C -1.49 0.93 0.09
H 0.69 -2.77 -0.84
H 1.84 0.59 1.01
N -1.40 -0.41 -0.54
H 0.56 -2.57 0.92
C 0.64 1.27 -1.30
H 0.73 -1.05 -0.13
O -1.62 -1.47 0.18
H 2.07 -2.13 0.10
H -1.36 -0.50 -1.56
H 0.75 1.90 1.49
C 0.79 0.86 1.18

Calculated values
Orbital gap   8.769 eV
Structure (SMILES)   CC1(C)[C@H](O)[N@@H+]1[O-].C
Energy relative to the best compared isomer or geometry (same formula, charge and spin)   528.5 kJ/mol

Okay, here come the natural (NBO) numbers, in e, for every atom: 0.05, 0.22, 0.50, 0.17, 0.20, -0.71, 0.24, 0.22, -0.84, 0.20, 0.21, 0.22, -0.06, 0.23, -0.64, 0.21, -0.60, 0.19, 0.38, 0.23, -0.64

Formula: C46H76Br2O4
Source: the OMol25 dataset
Level of theory: the ωB97M-V functional and the def2-TZVPD basis

Positions of all 128 atoms, in Å:
C -5.23 4.86 -1.45
H -2.50 0.76 -9.74
H 4.60 4.34 3.36
C 5.20 3.90 2.56
C 1.85 4.25 -1.60
H -8.35 2.60 -1.24
C -1.56 5.46 -1.93
H -3.32 -0.20 -10.96
H 1.84 -7.90 8.38
C -2.55 -1.22 -5.62
H -0.58 -7.18 6.28
O 2.36 1.26 -2.11
H -1.30 -6.14 3.67
H -2.90 -0.76 -4.70
Br 1.57 6.44 -3.63
H -5.96 5.82 0.32
H -6.76 2.35 -3.13
C 1.47 -6.70 5.82
H 1.03 -5.59 8.34
C 0.40 1.52 -3.57
C -4.40 0.27 -7.67
C -5.45 3.88 -2.42
H -5.05 -0.90 -9.33
H 6.66 4.94 5.53
C -1.48 -8.78 8.95
O 0.95 -0.10 -1.01
H -1.77 -2.64 2.33
H -3.36 -1.82 -6.02
C -0.69 3.79 -3.46
H -0.08 -9.11 7.34
C 1.75 0.89 -3.36
C -4.48 3.74 -3.53
H 1.68 -0.19 -3.42
H -0.18 1.45 -2.66
H 1.98 -2.81 1.50
C -0.06 -8.91 8.42
H 8.30 3.63 4.15
H -1.48 -8.62 10.03
C -2.01 3.44 -3.77
C -4.01 5.71 -1.54
C -7.26 4.22 -0.33
H -0.07 -2.23 2.36
H 1.88 -7.68 6.07
H -1.46 -5.80 1.95
H 1.68 -2.11 -0.10
H -2.20 2.66 -4.49
H -4.93 -0.39 -6.97
H -5.09 1.09 -7.88
C 2.52 1.21 0.23
O -3.97 6.82 -1.06
H 3.73 2.38 2.26
H 1.38 3.44 -3.98
C 0.32 -6.39 8.08
H -0.86 -2.49 0.06
C 0.90 5.33 -2.17
H 1.30 -6.68 4.74
C 0.16 -6.43 6.56
H -2.01 -7.95 8.48
H 5.48 3.63 5.37
H -0.24 -5.47 6.23
H -1.24 0.38 -6.19
H 0.60 -4.24 -0.85
H 1.30 3.31 -1.56
H 0.88 -7.55 9.79
H 5.02 1.89 3.33
H 2.77 -3.49 0.08
H -2.72 1.63 -7.62
H 0.42 -9.79 8.87
H 3.09 4.03 0.16
C -2.86 5.08 -2.22
H -1.48 -4.09 0.38
Br 3.48 3.88 -2.59
H -0.55 -3.83 4.11
H -4.11 1.22 -10.29
H 7.28 3.84 1.97
C -7.48 3.24 -1.30
C -0.51 -4.21 3.09
H -0.11 0.89 -4.30
C -1.51 -5.35 2.94
C 6.69 4.14 2.84
C -0.46 4.83 -2.55
H 2.46 1.22 -4.12
C -3.08 4.08 -3.18
C 2.26 4.64 -0.18
H 0.75 6.06 -1.39
H -3.49 1.38 -6.07
H 6.85 5.22 2.95
H 0.85 -4.93 0.74
H 0.20 2.95 -5.16
C -2.09 -0.16 -6.62
C -6.59 3.08 -2.35
H 5.29 2.26 0.29
C -0.67 -3.39 0.65
H 2.22 -5.94 6.06
C 4.81 2.43 2.40
H 2.60 5.67 -0.16
H -1.74 -1.90 -5.36
C -6.14 5.04 -0.41
O -4.80 3.41 -4.65
H -1.39 6.26 -1.23
H 5.17 0.71 1.13
C -4.11 -0.49 -8.96
C 0.41 2.98 -4.09
C 7.23 3.43 4.08
H 7.13 2.35 3.96
C 1.84 -3.04 0.44
H -2.06 -9.69 8.75
H 6.59 1.72 1.36
H 2.98 0.38 0.76
C -3.47 0.37 -10.05
C 0.67 -3.99 0.22
C -0.77 -3.04 2.13
H -3.47 -1.35 -8.75
H 6.99 3.36 6.24
H -7.96 4.34 0.48
H 4.93 4.44 1.65
C 6.55 3.86 5.38
C 1.84 0.71 -1.00
H 3.28 1.96 0.01
C 0.82 -7.69 8.71
C -3.17 0.86 -6.98
H -0.63 -6.10 8.53
H 0.51 -4.59 2.95
H -2.53 -5.00 3.11
H 1.76 1.65 0.88
H 1.43 4.51 0.51
C 5.51 1.74 1.23
H -1.71 -0.65 -7.52

Calculated values
Orbital gap   8.606 eV
Structure (SMILES)   CC(=O)OCCCc1cc2c(cc1[C@H](Br)[C@H](C)Br)C(=O)c1ccccc1C2=O.CCCCCC.CCCCCC.CCCCCC.CCCCCC

Mulliken population analysis, charges in e, atoms 1 to 99: 0.48, 0.27, 0.44, -0.45, 0.63, 0.40, -0.87, 0.39, 0.31, -1.33, 0.23, -0.24, 0.27, 0.25, -0.02, 0.48, 0.50, -1.18, 0.41, 0.29, -0.96, 0.45, 0.40, 0.30, -1.20, -0.72, 0.42, 0.42, 0.07, 0.24, -1.27, -0.10, 0.44, 0.57, 0.29, -0.34, 0.40, 0.30, -0.66, 0.19, -0.49, 0.32, 0.36, 0.31, -0.15, 0.49, 0.35, 0.43, -0.48, -0.59, 0.12, 0.51, -0.86, 0.31, -1.29, 0.31, 0.06, 0.28, 0.28, 0.10, 0.06, 0.39, -0.38, 0.40, 0.46, 0.45, 0.45, 0.37, -0.13, 0.12, 0.36, 0.00, 0.32, 0.30, 0.33, -0.57, -0.09, -0.40, -1.10, -0.97, 1.09, 0.43, 0.54, -1.15, 0.73, -0.29, 0.44, 0.29, 0.63, -0.22, -0.69, 0.25, -0.71, 0.28, -0.07, 0.55, 0.39, -0.75, -0.56

Formula: C2H5N3O2
Source: the OMol25 dataset
Level of theory: the ωB97M-V functional and the def2-TZVPD basis

Positions of all 12 atoms, in Å:
C 2.15 -0.40 0.21
N 1.32 0.64 0.59
C -0.53 0.83 -0.62
O 2.65 -0.64 -0.89
H 0.67 0.53 1.33
N -1.08 0.05 0.18
O 0.71 1.36 -0.36
H -3.08 -0.28 0.21
H -2.17 -1.59 0.04
H -0.89 1.01 -1.62
H 2.48 -0.91 1.21
N -2.23 -0.60 -0.30

Calculated values
Orbital gap   10.511 eV
Structure (SMILES)   N/N=C/ONC=O
Energy relative to the best compared isomer or geometry (same formula, charge and spin)   471.4 kJ/mol

Okay, here come the natural (NBO) numbers, in e, for every atom: 0.51, -0.33, 0.38, -0.57, 0.39, -0.38, -0.33, 0.36, 0.36, 0.18, 0.11, -0.68

Formula: C35H33BrMnN2O6PS
Source: the OMol25 dataset
Level of theory: the ωB97M-V functional and the def2-TZVPD basis

Positions of all 80 atoms, in Å:
C 3.65 -5.08 1.82
H 2.97 -4.80 2.63
H -0.70 -4.63 -3.10
O -3.36 0.32 -0.55
H 1.02 -1.02 4.51
H -0.44 -1.69 -2.90
P -0.77 2.09 0.08
C -1.25 3.05 1.55
C 3.13 -4.56 0.51
H 0.68 3.26 -2.18
N 1.14 -0.08 -0.62
C 3.04 3.57 0.35
C 3.19 1.26 -0.32
O 1.57 -3.90 -4.37
H 4.36 -2.81 0.51
C 1.67 3.47 0.40
H -0.41 3.16 4.84
O -0.99 -2.20 -0.18
C -2.66 3.22 -1.65
H 1.07 4.32 0.68
H -2.75 -4.36 -1.83
C -0.38 3.42 -2.35
O -1.84 -0.11 -2.08
H -1.80 -3.63 -4.02
C 3.07 -2.85 -1.19
C -0.79 4.04 -3.52
C -1.19 -3.66 -3.11
C -0.58 2.76 2.75
O -0.98 -4.41 0.00
H 4.89 2.54 -0.05
C 0.13 -0.71 2.58
H -3.41 2.86 -0.95
C 2.18 -5.28 -0.20
H 0.92 -5.37 -1.93
C -2.10 -3.49 -1.89
C -1.94 4.36 3.92
C -3.07 3.84 -2.81
H -4.13 4.00 -2.99
C -2.14 0.06 2.58
H -3.79 0.27 -2.54
H 1.82 -6.22 0.18
C 1.81 1.16 -0.28
Mn -1.15 -0.32 -0.13
C -0.93 3.41 3.92
H 3.44 -1.93 -1.62
O 1.98 -1.57 -3.50
H 3.72 -6.17 1.82
H 0.19 2.00 2.77
C -2.60 4.66 2.74
Br -0.99 -0.28 6.55
C -1.31 3.01 -1.39
N -0.17 -2.62 -3.19
C 2.08 -3.56 -1.87
C -2.16 0.05 3.97
H 4.63 -4.67 2.06
H 1.38 -0.34 -1.58
C -1.30 -3.40 -0.59
H -3.04 0.33 4.52
C 1.04 2.26 0.08
H 3.78 0.40 -0.61
H -2.72 -2.60 -2.01
C -3.04 0.17 -1.74
S 1.41 -2.89 -3.37
H -3.04 0.38 2.06
C -1.00 -0.30 1.87
C 0.14 -0.71 3.97
C -2.25 4.01 1.56
C 1.66 -4.79 -1.39
H 1.50 -0.84 -0.04
C 3.59 -3.36 -0.01
H 3.53 4.50 0.60
C -1.00 -0.32 4.65
H -0.06 4.34 -4.25
H -2.21 4.87 4.84
C -2.14 4.26 -3.75
H -2.77 4.28 0.65
H 1.01 -1.06 2.06
H -3.38 5.41 2.73
C 3.81 2.46 -0.01
H -2.46 4.74 -4.66

Calculated values
Orbital gap (spin up / spin down)   8.050 / 8.768 eV
Energy relative to the best compared isomer or geometry (same formula, charge and spin)   0.0 kJ/mol
Spin multiplicity   5

Okay, here come the Mulliken numbers, in e, for every atom: -1.55, 0.29, 0.28, -0.53, 0.48, 0.15, 1.90, 0.38, 0.89, 0.28, 0.31, -0.84, -0.25, -0.70, 0.39, 0.09, 0.43, -0.58, -0.27, 0.53, 0.45, -0.76, -0.77, 0.39, -0.53, -0.83, -0.82, -0.25, -0.63, 0.43, -0.31, 0.69, -0.70, 0.28, -0.06, -0.71, -1.09, 0.43, 0.11, 0.40, 0.39, 0.19, 0.58, -0.78, 0.64, -0.72, 0.39, 0.56, -0.65, -0.19, 0.82, 0.03, 0.36, -0.69, 0.39, 0.19, 0.14, 0.48, -0.91, 0.49, 0.05, 0.02, 1.18, 0.53, 0.46, -0.51, -0.75, -0.63, -0.34, -0.58, 0.44, -0.02, 0.43, 0.40, -0.61, 0.37, 0.37, 0.44, -0.76, 0.41

Formula: C9H14O
Source: the OMol25 dataset
Level of theory: the ωB97M-V functional and the def2-TZVPD basis

Positions of all 24 atoms, in Å:
C -2.67 0.47 2.19
O -2.77 -1.95 2.25
H -2.41 -1.58 2.99
H 3.03 2.55 -1.25
C 2.19 1.81 -1.24
H 1.60 -2.78 -0.81
C 2.69 0.56 -0.72
C -2.89 -0.84 1.43
H 3.00 -2.17 -0.87
H -1.12 1.39 -1.85
C 1.69 -0.48 -0.82
H -3.01 1.45 1.55
C 2.07 -1.89 -0.42
C 0.89 2.14 -1.30
H -0.39 -0.96 -1.14
C -0.04 1.17 -1.54
H -3.87 -1.08 0.92
H 2.01 -2.16 0.67
H 3.76 0.43 -0.59
H 0.67 3.30 -1.48
H -3.43 0.69 2.95
H -1.65 0.64 2.62
C 0.41 -0.15 -1.28
H -2.09 -0.92 0.51

Calculated values
Orbital gap   9.951 eV
Structure (SMILES)   Cc1ccccc1.CCO
Energy relative to the best compared isomer or geometry (same formula, charge and spin)   294.0 kJ/mol

Okay, here come the natural (NBO) numbers, in e, for every atom: -0.68, -0.70, 0.45, 0.21, -0.20, 0.23, -0.20, -0.07, 0.22, 0.23, -0.03, 0.23, -0.66, -0.24, 0.21, -0.20, 0.18, 0.23, 0.22, 0.21, 0.22, 0.22, -0.23, 0.14

Formula: C19H27NO4
Source: the OMol25 dataset
Level of theory: the ωB97M-V functional and the def2-TZVPD basis

Positions of all 51 atoms, in Å:
C 4.25 -0.54 1.82
C -2.87 5.54 -0.08
C -3.39 2.90 0.54
H 0.39 -4.17 2.23
H -2.13 2.43 2.99
H 0.68 -3.64 -3.24
H 1.31 -0.69 -3.61
H -0.78 -3.68 0.10
H -0.46 -2.56 -4.04
C -1.22 0.41 1.88
C 1.51 -1.75 -3.81
H -4.51 5.39 -1.45
C 0.93 -3.78 1.37
C 3.11 -0.11 0.91
H -1.16 -2.75 -1.79
C -0.24 -2.17 -1.95
O 2.36 -1.26 0.56
O 2.77 -2.13 -3.32
H 1.59 -1.88 -4.90
H 2.46 0.61 1.43
H -0.54 -1.12 -2.01
O -2.04 0.11 2.72
H -3.59 1.87 0.80
C -1.51 2.83 2.19
H 4.84 0.32 2.10
C -2.09 4.89 0.86
H 3.49 0.37 0.00
C -0.02 -2.99 0.47
C -0.50 -0.62 1.07
H 1.36 -4.62 0.82
H -1.40 -2.21 2.03
H 4.88 -1.26 1.30
C -3.90 4.88 -0.71
H -0.75 3.49 2.62
N -0.86 1.68 1.60
O 0.38 -0.11 0.13
C 0.34 -2.61 -3.30
H -0.23 1.83 0.82
H 1.51 -3.05 -1.03
C -4.16 3.55 -0.40
H -4.97 3.03 -0.89
C 0.70 -2.37 -0.75
H -1.28 5.41 1.35
H 1.73 -0.50 -1.24
H -2.66 6.58 -0.33
H 2.79 -2.02 -2.36
C 1.33 -1.03 -0.36
C -2.35 3.56 1.18
H 3.85 -1.01 2.71
H 1.74 -3.15 1.72
C -0.71 -1.92 1.26

Calculated values
Orbital gap   9.738 eV
Structure (SMILES)   CCO[C@@H]1OC(C(=O)NCc2ccccc2)=C[C@H](C)[C@H]1CCCO
Energy relative to the best compared isomer or geometry (same formula, charge and spin)   167.2 kJ/mol

Okay, here come the natural (NBO) numbers, in e, for every atom: -0.62, -0.21, -0.24, 0.21, 0.25, 0.21, 0.15, 0.22, 0.21, 0.63, -0.06, 0.21, -0.60, -0.06, 0.21, -0.39, -0.55, -0.72, 0.18, 0.18, 0.21, -0.63, 0.22, -0.27, 0.21, -0.25, 0.16, -0.23, 0.17, 0.20, 0.24, 0.21, -0.22, 0.20, -0.60, -0.54, -0.43, 0.41, 0.22, -0.19, 0.21, -0.27, 0.21, 0.16, 0.21, 0.46, 0.40, 0.05, 0.22, 0.23, -0.19

Formula: C32H39N3O5
Source: the OMol25 dataset
Level of theory: the ωB97M-V functional and the def2-TZVPD basis

Positions of all 79 atoms, in Å:
C 5.47 1.26 -0.06
C -1.83 -1.69 -0.77
C 3.46 -3.21 0.41
N 2.12 -2.78 0.09
H 1.89 3.09 -0.04
C 3.26 -1.86 -1.86
C -1.71 1.13 0.71
C -4.30 4.34 0.10
H -4.55 1.22 1.41
C 6.30 2.10 0.65
C -0.52 -0.89 1.51
C 1.44 3.35 -0.99
H -2.54 -2.74 1.82
O -6.12 -2.92 0.41
H -5.63 -0.99 0.37
H 4.53 -1.45 1.13
H 4.26 2.80 3.25
H 7.28 2.33 0.28
H -3.61 -3.11 0.46
C -1.65 -0.72 -2.95
H 1.15 -1.68 -1.38
H -4.73 -2.73 2.72
H 3.90 -2.67 -2.21
C -1.85 -0.25 1.28
H 1.63 -3.31 -1.87
H 0.39 1.29 0.12
H 5.43 -2.41 -0.05
C -4.11 2.09 0.95
N -0.85 3.00 -0.24
C -2.71 -1.16 0.38
C 4.43 -2.03 0.21
H 1.43 2.47 -1.63
H 0.08 -0.54 2.33
H -2.36 -0.14 2.25
N 4.00 -1.13 -0.85
H -5.91 3.22 0.96
C 0.04 3.88 -0.81
H -1.08 -1.79 -4.73
H -2.53 5.25 -0.70
C -2.97 4.38 -0.25
C -0.06 -1.89 0.76
C 4.20 0.96 0.41
H -4.35 -1.02 2.55
H -3.50 -0.57 -0.09
C -3.31 -2.33 1.16
C 3.29 0.05 -0.38
O -1.38 -0.62 -1.57
C -4.53 -1.94 1.99
H 6.51 3.33 2.40
H -2.42 -2.40 -1.37
C -2.76 2.10 0.59
H 3.47 -3.54 1.45
H 0.27 -1.41 -3.66
O -0.29 4.99 -1.15
H -6.25 -3.64 1.04
H 2.95 0.59 -1.27
H 2.04 4.13 -1.46
H 2.40 -0.19 0.23
H -1.49 0.29 -3.34
H 2.79 1.28 1.99
C -0.59 1.71 0.20
H 3.05 -1.20 -2.70
C 3.77 1.52 1.61
H 5.80 0.81 -0.99
C -4.87 3.21 0.70
C 1.27 -2.49 1.10
O 1.56 -2.67 2.27
H -6.62 -1.44 1.77
H -2.71 -0.98 -3.10
H -4.92 5.20 -0.08
C -0.77 -1.73 -3.69
C 4.60 2.37 2.32
O -0.74 -2.44 -0.30
H 3.72 -4.05 -0.23
C -5.78 -1.76 1.13
C 5.86 2.66 1.84
H -0.85 -2.71 -3.23
C -2.20 3.25 0.00
C 1.93 -2.43 -1.30

Calculated values
Orbital gap   8.706 eV
Structure (SMILES)   CCO[C@H]1OC(C(=O)N2CCN(Cc3ccccc3)CC2)=C[C@@H](c2cn(C(C)=O)c3ccccc23)[C@@H]1CCCO
Energy relative to the best compared isomer or geometry (same formula, charge and spin)   26.1 kJ/mol

Okay, here come the natural (NBO) numbers, in e, for every atom: -0.23, 0.39, -0.25, -0.42, 0.24, -0.23, 0.04, -0.22, 0.21, -0.21, -0.19, -0.72, 0.22, -0.72, 0.17, 0.21, 0.21, 0.21, 0.22, -0.05, 0.23, 0.20, 0.20, -0.32, 0.20, 0.22, 0.20, -0.22, -0.43, -0.24, -0.23, 0.23, 0.23, 0.23, -0.45, 0.21, 0.71, 0.22, 0.25, -0.23, 0.19, 0.05, 0.20, 0.22, -0.42, -0.26, -0.56, -0.42, 0.21, 0.17, -0.12, 0.26, 0.20, -0.57, 0.46, 0.20, 0.25, 0.17, 0.19, 0.21, -0.03, 0.21, -0.24, 0.22, -0.21, 0.63, -0.62, 0.16, 0.17, 0.21, -0.64, -0.21, -0.52, 0.19, -0.06, -0.21, 0.21, 0.21, -0.24

Formula: C3H5NS2
Source: the OMol25 dataset
Level of theory: the ωB97M-V functional and the def2-TZVPD basis

Positions of all 11 atoms, in Å:
C 1.21 -0.31 -1.04
S -2.57 -0.44 -0.19
C 1.34 -1.64 -0.51
S -0.17 -2.09 0.17
C -0.88 -0.62 -0.50
H -0.96 1.70 -2.13
H -2.98 0.52 -0.95
N -0.02 0.23 -0.99
H 1.97 0.05 -1.72
H -1.48 2.30 -2.34
H 2.34 -2.11 -0.28

Calculated values
Orbital gap   9.044 eV
Energy relative to the best compared isomer or geometry (same formula, charge and spin)   194.2 kJ/mol

Okay, here come the natural (NBO) numbers, in e, for every atom: -0.03, 0.07, -0.49, 0.43, -0.13, 0.03, 0.15, -0.46, 0.21, -0.06, 0.26

no.,DFT total energy (Ha),largest force on an atom (eV/Å)
1,-403.37532,2.6
2,-7247.40362,0.7
3,-393.83970,2.7
4,-6379.13007,0.4
5,-426.46081,6.4
6,-1095.91298,0.8
7,-1783.26662,0.8
8,-968.37111,3.7